The following is a quantum chemistry calculation of a molecular structure, C6H8F5NO7P2PbS in a non-equilibrium geometry, from the OMol25 dataset.

Geometry as ORCA input:
```
! RIJCOSX wB97M-V def2-TZVPD def2/J DEFGRID3
* xyz 2 1
C -2.4561 1.6113 -0.6219
H -0.7386 -0.1870 1.2778
O 2.5733 0.6626 0.1421
O -0.9147 -1.4483 -2.0298
H -1.1784 2.7294 1.5832
C -0.9574 -0.0760 0.2150
N -2.3329 0.3895 0.1701
C 0.4992 -3.2572 1.3332
O 1.6015 -0.0034 -2.1988
F 1.6823 -3.7780 1.6230
F 1.7446 -1.9058 -0.1372
F 0.1918 -2.2981 2.2159
O 1.8612 2.3709 -1.5077
O 0.8564 1.6609 2.2845
H 2.3588 0.2745 -2.7419
C -0.1719 1.1527 -0.3651
F -0.3842 -4.2234 1.3640
H 0.7609 3.4112 0.6470
O -3.4649 2.2484 -0.6339
Pb 2.1385 1.9897 3.8128
P 1.5408 1.0307 -1.0324
H -1.0163 1.2362 -2.2723
C 0.6146 -2.6354 -0.0877
H -2.9917 -0.2328 -0.3025
O -1.9819 -2.4366 -0.1562
F 0.7312 -3.6148 -0.9510
H -0.7789 2.8506 -1.4602
C -1.1495 1.8358 -1.3806
H 2.1927 0.0432 0.7762
P 0.0438 2.2815 1.0625
S -0.8739 -1.6823 -0.6283
*
```

Calculated values
Total energy in eV: -70404.8501
F_max in eV Å⁻¹: 2.40